# 1
Computed, not measured: C12H26N8O3 in the gas phase, with ωB97M-V/def2-TZVPD.

## Properties
- Gap between HOMO and LUMO: 9.0 eV
- SMILES: [H]/N=C(/N)NCCC[C@H](NC(=O)[C@@H](N)CCCN/C(N)=N/[H])C(=O)O
- Total charge: 0

```
49
Properties=species:S:1:pos:R:3:forces:R:3
C 0.71205 -2.74046 0.32794 1.8 -1.3 0.5
C 1.73460 -1.73867 -0.25717 0.0 1.7 0.6
C -0.21937 -3.35047 -0.69227 -1.9 1.9 -1.1
C -0.85780 -2.21457 -1.59407 0.3 -1.1 -1.8
C -2.11016 -1.49110 -1.14321 -0.1 -0.7 1.5
C -2.92826 -0.01681 0.67822 0.8 -1.8 1.8
C 2.59522 0.62481 0.06159 -1.0 0.4 0.2
C 4.07495 0.54486 -0.37090 0.8 -0.4 -0.9
C 2.50661 1.66548 1.20692 0.1 -0.9 1.1
C 1.12449 1.75632 1.90844 0.9 1.0 -2.1
C -0.07193 1.85769 0.97020 0.0 -1.0 -0.4
C -0.85788 2.66713 -1.16511 -2.4 -0.1 -1.6
H -0.81313 -2.73562 1.74384 0.8 0.6 -0.4
H 0.61358 -2.26285 2.32646 -0.4 0.2 -0.5
H 1.38847 -3.57508 0.63056 -0.3 0.3 0.2
H 0.18402 -4.11476 -1.35122 0.6 0.2 0.3
H -1.07848 -3.80677 -0.19835 0.2 -0.3 0.4
H -1.08385 -2.67464 -2.64231 0.3 0.8 1.8
H -0.10436 -1.44857 -1.76184 0.1 0.0 -0.3
H -2.83026 -2.24261 -0.76004 -0.2 0.2 -0.8
H -2.44928 -0.90158 -1.96176 -0.7 0.2 -0.7
H -1.22723 -1.05365 0.62967 0.0 0.5 0.3
H -3.57131 0.49413 2.37898 -0.3 0.2 0.2
H -4.66043 -0.43164 -0.40749 0.6 0.4 0.7
H -3.75388 0.81407 -0.96855 0.3 0.0 0.2
H 1.67895 -0.74900 1.56742 0.4 0.8 -1.7
H 1.96339 0.96825 -0.80022 0.7 -0.3 0.5
H 3.21495 1.20959 1.95077 -0.4 0.9 -0.3
H 2.85622 2.68217 0.95435 0.0 -0.8 -0.3
H 1.19880 2.50482 2.66031 -0.1 1.3 0.3
H 0.91667 0.93317 2.50046 -0.3 -2.1 1.1
H -0.32498 0.79439 0.68173 0.6 1.5 -0.2
H -0.93230 2.14811 1.53974 -0.6 0.3 0.4
H 0.10135 3.70900 0.11821 0.4 0.5 0.2
H -1.22503 0.82650 -0.84638 -0.7 1.2 -1.0
H -0.33591 4.49587 -1.83791 1.1 0.9 -0.3
H -1.61212 3.75738 -2.65597 0.0 0.2 -0.3
H 3.85049 -1.15496 -1.36534 -0.1 0.3 0.8
N 0.02020 -2.16025 1.48819 -0.4 -1.3 1.0
N -1.86120 -0.58880 -0.01317 0.1 -1.1 0.2
N -2.77203 0.01386 1.98652 -0.8 0.4 -2.6
N -4.04355 0.34141 -0.11302 -0.7 0.3 -0.1
N 1.95887 -0.62555 0.56662 0.3 -1.6 -0.7
N 0.05971 2.76095 -0.20094 1.8 -0.5 2.4
N -1.55377 1.62710 -1.44600 1.0 -0.1 0.0
N -1.10693 3.89423 -1.80188 -1.0 -1.5 0.5
O 2.27364 -1.88085 -1.35774 -0.8 -0.1 0.8
O 4.81274 1.49995 -0.27564 -0.8 -0.9 0.2
O 4.54546 -0.63195 -0.88858 -0.3 1.0 0.0
```
Forces are in eV/Å.

---

# 2
Computed, not measured: a molecular structure, C12H27BeBr6O8, with ωB97M-V/def2-TZVPD.

## Properties
- Gap between HOMO and LUMO: 4.2 eV
- Total charge: +1

```
54
Properties=species:S:1:pos:R:3:forces:R:3
Be -4.03570 29.91245 24.34562 -4.1 -1.0 2.4
C -8.21239 30.24931 24.28251 -0.4 0.5 -0.8
C -6.78431 29.86730 24.54267 0.0 -0.5 1.5
O -6.18119 30.39128 25.49942 1.6 1.0 -0.6
O -6.22389 28.96083 23.85678 1.7 0.4 -1.3
H -8.94668 29.47900 24.50053 0.2 -0.3 0.0
H -8.28813 30.48079 23.21707 -0.1 -0.3 0.0
H -8.52226 31.16529 24.77879 0.3 -0.1 0.4
Br -9.61225 31.34142 29.15536 0.1 0.0 0.0
C -8.49086 30.00605 28.20027 -1.9 0.5 0.7
C -8.39672 28.83193 29.13259 1.6 -0.2 -0.6
Br -7.47819 27.36510 28.18386 0.1 -0.1 -0.3
H -7.60293 30.57937 27.99747 0.4 -0.5 -0.2
H -9.12218 29.80042 27.34335 0.4 -0.1 -0.3
H -9.30500 28.34972 29.45316 -0.3 0.5 0.2
H -7.68648 29.05551 29.91994 -0.4 0.0 0.4
Br -12.67707 31.32925 26.30058 0.2 -0.2 0.0
C -12.69741 29.54853 25.52911 -1.1 -0.5 -0.2
C -12.22894 29.61603 24.09524 -0.3 0.0 0.4
Br -12.57371 27.92986 23.18112 0.5 -0.1 0.2
H -13.72844 29.20144 25.56145 -0.1 0.3 0.0
H -12.16431 28.83282 26.14916 0.5 0.3 0.0
H -11.18988 29.92374 24.10882 0.2 -0.3 -0.6
H -12.82814 30.27779 23.48500 0.1 0.5 0.3
Br -7.82277 30.15598 17.93726 -0.2 0.5 0.1
C -9.21403 31.08634 18.94406 -0.1 0.3 0.8
C -9.46467 30.27987 20.20610 -0.3 -1.5 -1.0
Br -10.55639 31.24113 21.48474 0.3 0.0 -0.1
H -10.06218 31.21401 18.28270 -0.2 -0.3 0.1
H -8.96304 32.08265 19.31123 0.8 0.0 -0.7
H -8.52497 29.87574 20.58353 0.1 0.8 0.6
H -9.98565 29.34793 19.97584 -0.4 0.3 0.0
C -7.55425 26.60399 19.81624 -0.6 -0.7 0.1
C -6.88612 26.57541 21.17478 -0.3 -0.1 -0.5
C -6.88963 25.20506 21.83941 0.0 0.1 -0.4
O -5.61453 24.69004 21.44802 -0.8 -0.7 0.8
C -4.79231 25.72577 21.22134 -5.4 0.1 -0.3
O -3.66968 25.66197 21.15129 7.0 -0.4 -0.2
O -5.49447 26.84452 20.99168 -0.5 0.8 0.7
H -7.14776 27.33842 19.12860 -0.2 0.5 0.3
H -8.62519 26.70198 20.01300 0.0 0.4 -0.4
H -7.46241 25.65777 19.27342 0.3 -0.1 0.3
H -7.32977 27.27524 21.87968 0.2 0.5 -0.2
H -7.69959 24.57317 21.48701 0.1 -0.2 -0.1
H -6.97418 25.28365 22.92165 0.3 -0.2 0.1
O -8.79865 26.15597 24.72098 0.3 0.4 -0.1
H -7.98758 26.58085 24.40222 -0.3 -0.1 0.2
H -9.08259 26.70476 25.46458 0.1 -0.2 0.0
O -4.06420 32.11326 25.59421 0.6 -0.5 -0.5
H -4.75721 32.75808 25.37620 0.0 -0.4 0.0
H -3.33279 32.63613 25.96421 -0.1 -0.2 -0.2
O -4.14677 27.70456 25.41622 -0.4 0.7 -0.6
H -5.08167 27.56495 25.17393 0.3 0.3 0.0
H -3.92998 26.99380 26.04034 0.4 0.4 -0.1
```
Forces are in eV/Å.

---

# 3
Computed, not measured: a molecular structure, C12H27Cl2MnO5Si, with ωB97M-V/def2-TZVPD.

## Properties
- Gap between HOMO and LUMO (spin up / spin down): 6.2 / 6.2 eV
- Spin multiplicity: 6
- Total charge: +1

```
48
Properties=species:S:1:pos:R:3:forces:R:3
Mn 0.45764 -2.45731 0.89932 0.0 0.4 0.2
C -1.22620 0.21330 1.85628 0.1 0.0 0.0
C -0.13212 -0.04072 2.91196 -0.2 -0.1 -0.1
O 0.96208 -0.61797 2.23172 0.0 0.1 -0.2
C 2.28824 -0.36704 2.63150 0.2 -0.2 -0.1
C 3.14895 -0.48505 1.36180 -0.1 0.1 0.1
O 2.52026 -1.38504 0.45087 -0.3 -0.1 -0.2
C 2.83830 -1.15136 -0.92063 0.0 -0.1 -0.3
C 1.73911 -1.69935 -1.81868 0.2 0.0 0.2
O 0.72242 -0.73425 -2.04100 0.0 0.1 0.2
C -0.61148 -0.97442 -1.63501 -0.1 0.0 0.1
C -1.02697 0.02611 -0.53228 0.0 -0.1 -0.2
O -1.05196 -0.67019 0.73803 0.2 -0.2 -0.2
H -1.14890 1.23754 1.50211 0.0 0.0 0.0
H -2.21418 0.04867 2.28735 0.0 0.0 0.0
H -0.48741 -0.72810 3.68570 0.0 0.0 0.0
H 0.14848 0.90382 3.38167 0.0 0.0 0.0
H 2.60067 -1.09016 3.39094 0.0 0.0 0.0
H 2.39184 0.63907 3.04247 0.0 0.0 0.0
H 4.14972 -0.84498 1.60948 0.0 0.1 0.0
H 3.23536 0.49438 0.88576 0.0 0.0 0.0
H 3.79548 -1.61935 -1.16712 0.0 0.0 0.0
H 2.92162 -0.07614 -1.10718 0.1 0.0 0.0
H 1.33033 -2.61811 -1.37086 0.0 0.0 -0.1
H 2.16526 -1.96146 -2.78798 0.0 0.0 0.0
H -0.75419 -1.99825 -1.26688 0.0 0.0 -0.1
H -1.24990 -0.82832 -2.50548 0.0 0.0 0.0
H -2.04002 0.39803 -0.70665 0.0 0.0 0.0
H 0.63369 0.84945 -0.98094 0.0 -0.1 -0.1
C -3.59339 3.15678 -1.11665 0.2 0.0 0.0
Si -2.07856 3.74962 -2.09880 0.1 -0.1 0.0
C -1.55204 2.42495 -3.35401 0.0 0.1 0.1
C -0.65384 4.27643 -0.96736 -0.1 0.0 -0.1
O -0.17077 1.10235 -0.50362 0.0 0.2 0.1
H -4.43068 3.84638 -1.22356 0.0 0.0 0.0
H -3.37111 3.07664 -0.04893 0.0 0.0 0.0
H -3.93300 2.18063 -1.47226 0.0 0.0 0.0
H -1.93437 2.65404 -4.34907 0.0 0.0 0.0
H -1.93939 1.43947 -3.07853 0.0 0.0 0.0
H -0.46465 2.35650 -3.42559 0.0 0.0 0.0
H -0.74777 5.32251 -0.67354 0.0 0.0 0.0
H 0.30205 4.16202 -1.48213 0.0 0.0 0.0
H -0.62063 3.67287 -0.05804 0.0 0.0 0.0
Cl -0.33018 -4.85261 0.32801 0.1 0.2 -0.1
C -0.22025 -5.34368 2.03529 -0.1 -0.2 0.1
Cl 0.31136 -3.90472 2.93754 0.0 -0.1 0.2
H 0.51871 -6.12973 2.13799 0.0 0.0 0.0
H -1.19761 -5.65326 2.38697 0.0 0.0 0.0
```
Forces are in eV/Å.

---

# 4
Computed, not measured: a molecular structure, C12H27Cl3Ge2IrO3, with ωB97M-V/def2-TZVPD.

## Properties
- Gap between HOMO and LUMO (spin up / spin down): 8.7 / 6.7 eV
- Spin multiplicity: 5
- Total charge: +3

```
48
Properties=species:S:1:pos:R:3:forces:R:3
Ir 0.84590 0.73209 0.47170 -0.5 -0.5 0.0
C -1.30312 0.40947 3.00867 -0.1 0.3 -0.1
C -2.22827 0.40601 1.80420 0.0 0.0 0.2
C -3.03965 -0.87166 1.68717 0.1 0.0 0.0
C -3.09023 1.64824 1.72610 0.1 0.0 0.0
O -1.33449 0.43882 0.57725 0.4 0.0 -0.1
Ge -1.35412 -0.83039 -0.78619 0.0 0.1 0.0
O 0.24180 0.42293 -1.33807 0.0 0.1 0.1
C 0.06824 1.46955 -2.45259 0.0 0.0 -0.3
C 1.14536 1.14750 -3.46803 0.0 -0.1 0.1
C 0.23192 2.84056 -1.84225 0.0 0.0 0.1
C -1.33338 1.25770 -3.00116 0.0 -0.1 0.1
O 0.61479 -1.43991 0.40809 0.0 0.0 -0.1
C 1.47720 -2.45840 0.22081 0.0 0.2 -0.3
C 2.90667 -2.02584 -0.02870 0.1 -0.1 0.2
C 1.42656 -3.22863 1.74014 0.0 -0.1 0.3
C 0.91748 -3.50645 -0.74490 0.1 0.0 0.1
H -1.89151 0.51328 3.92086 0.0 0.0 0.0
H -0.63946 1.29051 2.98577 -0.2 -0.2 0.0
H -0.72571 -0.51216 3.09522 0.1 0.0 -0.1
H -3.70932 -0.96594 2.54316 0.0 0.0 0.0
H -2.39517 -1.75718 1.68607 0.0 0.0 0.0
H -3.67350 -0.86533 0.79515 -0.1 0.0 0.0
H -3.76507 1.67310 2.58224 0.0 0.0 0.0
H -3.69825 1.65540 0.82172 0.0 0.0 0.0
H -2.47942 2.55130 1.75155 0.0 0.0 0.0
H 2.13996 1.24738 -3.03160 0.0 0.0 0.0
H 1.06972 1.85113 -4.29810 0.0 0.0 0.0
H 1.02804 0.14137 -3.86931 0.0 0.0 0.0
H 1.26001 2.98758 -1.49620 0.0 0.0 0.0
H -0.48997 3.02544 -1.04266 0.0 0.0 0.0
H 0.06913 3.60254 -2.60634 0.0 0.0 0.0
H -1.45392 0.26249 -3.43692 0.0 0.0 0.0
H -1.51297 1.96547 -3.81278 0.0 0.0 0.0
H -2.10498 1.45941 -2.24758 0.0 0.0 0.0
H 3.27120 -1.34457 0.74553 0.0 -0.1 -0.1
H 2.95878 -1.53831 -1.00653 0.0 0.0 0.0
H 3.56783 -2.88998 -0.05365 0.0 0.0 0.0
H 1.79882 -2.52297 2.47582 0.0 0.1 -0.1
H 2.10247 -4.06809 1.58869 0.0 0.0 -0.1
H 0.40923 -3.54712 1.93866 0.0 0.0 -0.1
H 0.90039 -3.06575 -1.74622 0.0 0.0 0.0
H -0.08295 -3.83061 -0.46171 0.0 0.0 0.0
H 1.57451 -4.37277 -0.76112 0.0 0.0 0.0
Cl 4.17790 2.78346 0.00767 0.1 -0.2 0.0
Ge 2.36175 2.58505 0.96234 0.4 0.7 -0.3
Cl 1.51134 4.36934 1.54873 -0.2 -0.1 0.2
Cl 2.22846 0.90490 2.43929 -0.1 -0.1 0.0
```
Forces are in eV/Å.

---

Calculated total energy for every record listed, in sequence, given in eV: -30929.223, -449908.752, -87352.280, -172432.185.
Max |F| for every record listed, in sequence, given in hartree/bohr: 0.05914, 0.13618, 0.00922, 0.01693.